No. 1
C41H47ClF3N3O3P2PdS2 as an isolated structure, computed with wB97M-V/def2-TZVPD.

Positions of all 103 atoms, in Å:
Pd1 -0.219 0.026 -0.504
N1 2.374 -1.483 -0.938
P1 2.718 0.081 -0.273
C1 4.590 -0.160 -0.401
C2 5.338 0.013 0.760
C3 6.721 -0.146 0.763
C4 7.379 -0.480 -0.410
C5 6.648 -0.660 -1.580
C6 5.270 -0.501 -1.572
C7 2.563 1.152 -1.767
C8 2.656 2.530 -1.590
C9 2.540 3.394 -2.670
C10 2.323 2.890 -3.944
C11 2.223 1.516 -4.129
C12 2.343 0.655 -3.049
P2 0.670 -1.819 -0.996
C13 0.590 -2.604 -2.673
C14 -0.469 -2.230 -3.495
C15 -0.563 -2.724 -4.793
C16 0.404 -3.587 -5.283
C17 1.469 -3.966 -4.470
C18 1.555 -3.478 -3.175
C19 0.700 -3.355 0.039
C20 0.300 -4.620 -0.383
C21 0.295 -5.701 0.495
C22 0.706 -5.534 1.809
C23 1.113 -4.277 2.241
C24 1.099 -3.202 1.369
H1 3.031 -2.211 -0.684
H2 4.821 0.279 1.676
H3 7.281 -0.006 1.681
H4 8.457 -0.600 -0.417
H5 7.156 -0.918 -2.502
H6 4.707 -0.640 -2.488
H7 2.786 2.932 -0.591
H8 2.593 4.464 -2.509
H9 2.210 3.563 -4.786
H10 2.027 1.114 -5.116
H11 2.233 -0.414 -3.190
H12 -1.224 -1.556 -3.102
H13 -1.396 -2.422 -5.418
H14 0.336 -3.965 -6.297
H15 2.230 -4.639 -4.849
H16 2.389 -3.773 -2.546
H17 -0.009 -4.771 -1.410
H18 -0.029 -6.675 0.144
H19 0.699 -6.372 2.495
H20 1.410 -4.127 3.272
H21 1.364 -2.212 1.725
C25 -7.168 -0.119 1.952
C26 -6.432 -1.220 2.709
C27 -6.329 -2.529 1.927
C28 -5.506 -2.406 0.643
N2 -4.167 -1.917 0.902
C29 -3.105 -2.641 1.303
S1 -2.038 -2.048 2.437
N3 -2.937 -3.865 0.706
C30 -3.212 -4.050 -0.720
C31 -3.987 -5.329 -1.007
C32 -3.154 -6.591 -0.804
C33 -3.851 -7.846 -1.315
H22 -7.233 0.791 2.552
H23 -8.186 -0.431 1.697
H24 -6.657 0.144 1.024
H25 -6.930 -1.417 3.665
H26 -5.426 -0.877 2.965
H27 -7.333 -2.880 1.656
H28 -5.878 -3.296 2.564
H29 -5.972 -1.710 -0.055
H30 -5.463 -3.372 0.142
H31 -4.080 -0.938 1.143
H32 -2.090 -4.302 1.041
H33 -2.259 -4.084 -1.256
H34 -3.717 -3.163 -1.099
H35 -4.364 -5.300 -2.035
H36 -4.860 -5.371 -0.346
H37 -2.927 -6.705 0.260
H38 -2.191 -6.469 -1.310
H39 -4.816 -7.985 -0.821
H40 -3.254 -8.744 -1.139
H41 -4.041 -7.774 -2.389
Cl1 -2.794 3.677 0.713
C34 -2.100 2.644 1.948
C35 -2.804 2.536 3.139
C36 -2.293 1.800 4.194
C37 -1.053 1.181 4.025
C38 -0.377 1.283 2.831
C39 -0.869 2.006 1.716
C40 -0.116 2.029 0.473
H42 -3.757 3.045 3.225
H43 -2.849 1.703 5.118
H44 -0.631 0.584 4.827
H45 0.564 0.760 2.693
H46 0.953 2.085 0.683
H47 -0.428 2.811 -0.219
F1 -3.178 2.962 -2.527
C41 -2.990 1.721 -2.990
F2 -3.563 1.666 -4.213
F3 -1.677 1.540 -3.164
S2 -3.708 0.437 -1.874
O1 -5.138 0.674 -1.968
O2 -3.260 -0.790 -2.508
O3 -3.128 0.737 -0.580

Properties
Charge: -2
Energy above the lowest of the compared OMol25 structures with the same formula, charge and spin, kcal per mole: 0.0
HOMO energy, hartree: -0.0249
HOMO-LUMO gap, eV: 4.8

Löwdin atomic charge list, values in e, 4 entries: number 1, Pd, carries 0.356; number 2, N, carries -0.415; number 3, P, carries 0.916; number 4, C, carries -0.352

=====

No. 2
The molecule C2H6N4 in a non-equilibrium geometry, computed with wB97M-V/def2-TZVPD.

Positions of all 12 atoms, in Å:
C1 1.905 0.908 0.012
N1 0.615 0.819 0.154
N2 -0.205 -0.291 0.112
N3 0.424 -1.595 0.004
N4 -1.539 -0.262 -0.092
C2 -2.291 0.783 -0.021
H1 2.505 1.807 0.278
H2 2.649 0.104 -0.193
H3 0.796 -1.827 0.961
H4 -0.263 -2.286 -0.319
H5 -3.261 0.475 -0.189
H6 -1.941 1.773 -0.022

Properties
Energy above the lowest of the compared OMol25 structures with the same formula, charge and spin, kcal per mole: 111.4
HOMO energy, hartree: -0.2955
HOMO-LUMO gap, eV: 9.0
SMILES: C=NN(N)N=C

natural (NBO) atomic charge list, values in e, 4 entries: number 1, C, carries -0.160; number 2, N, carries -0.261; number 3, N, carries 0.031; number 4, N, carries -0.680

=====

No. 3
The molecule C17H28N2O3, computed with wB97M-V/def2-TZVPD.

Positions of all 50 atoms, in Å:
O1 -1.584 -1.936 -0.305
C1 -1.715 -0.845 0.210
N1 -2.904 -0.361 0.628
C2 -4.158 -1.004 0.322
C3 -5.003 -0.100 -0.591
C4 -6.413 -0.656 -0.820
C5 -7.226 0.058 0.258
C6 -6.526 1.413 0.315
O2 -5.158 1.170 0.038
C7 -0.554 0.112 0.454
C8 -0.445 1.139 -0.681
C9 1.055 1.370 -0.835
O3 1.583 2.279 -1.437
N2 1.691 0.375 -0.189
C10 3.134 0.244 -0.173
C11 3.550 -1.068 -0.847
C12 5.020 -1.108 -1.258
C13 6.011 -0.835 -0.125
C14 6.045 0.637 0.293
C15 5.031 1.026 1.374
C16 3.667 0.343 1.264
C17 0.806 -0.593 0.417
H1 -2.984 0.599 0.927
H2 -3.931 -1.950 -0.173
H3 -4.702 -1.196 1.253
H4 -4.458 0.052 -1.532
H5 -6.772 -0.375 -1.810
H6 -6.440 -1.739 -0.729
H7 -7.133 -0.459 1.213
H8 -8.280 0.148 0.007
H9 -6.933 2.092 -0.447
H10 -6.595 1.899 1.291
H11 -0.695 0.624 1.410
H12 -0.815 0.726 -1.623
H13 -0.970 2.072 -0.487
H14 3.493 1.096 -0.760
H15 2.941 -1.205 -1.743
H16 3.339 -1.899 -0.170
H17 5.189 -0.378 -2.053
H18 5.224 -2.097 -1.674
H19 5.785 -1.468 0.734
H20 7.005 -1.115 -0.482
H21 5.885 1.250 -0.596
H22 7.041 0.881 0.670
H23 4.893 2.108 1.333
H24 5.444 0.788 2.357
H25 3.721 -0.660 1.693
H26 2.956 0.916 1.863
H27 0.728 -1.500 -0.196
H28 1.158 -0.872 1.412

Properties
Energy above the lowest of the compared OMol25 structures with the same formula, charge and spin, kcal per mole: 13.3
HOMO energy, hartree: -0.3266
HOMO-LUMO gap, eV: 9.6
SMILES: O=C(NC[C@H]1CCCO1)[C@@H]1CC(=O)N(C2CCCCCC2)C1

natural (NBO) atomic charge list, values in e, 4 entries: number 1, O, carries -0.633; number 2, C, carries 0.688; number 3, N, carries -0.613; number 4, C, carries -0.245

=====

No. 4
A 17-piece molecular cluster, H35O17 overall in a non-equilibrium geometry, computed with wB97M-V/def2-TZVPD.

Positions of all 52 atoms, in Å:
O1 -1.229 -4.174 0.926
H1 0.988 1.630 2.656
H2 -1.505 -5.072 0.682
O2 1.686 3.620 0.835
H3 -0.821 -0.516 -1.446
H4 1.658 3.541 -3.144
O3 -3.152 1.571 3.018
H5 -3.756 1.293 3.590
H6 0.997 -2.399 -4.765
O4 -1.562 3.557 3.617
H7 -2.327 2.769 3.466
H8 3.254 -3.301 -1.760
O5 0.106 -2.120 -4.412
H9 2.550 -2.457 2.344
O6 1.668 -0.618 -0.335
H10 1.756 -0.075 0.419
H11 -0.393 -2.958 4.068
O7 0.257 1.740 -2.210
H12 1.791 -1.531 0.125
H13 -1.566 -3.800 -2.567
O8 1.551 -1.983 2.524
H14 -1.782 -3.600 0.296
H15 1.097 -2.526 3.177
O9 -1.517 -0.081 -2.091
H16 0.464 3.442 -1.949
H17 -1.474 -0.578 -3.010
O10 -0.755 -2.623 3.282
H18 -1.238 -0.280 -0.253
H19 -1.239 -3.457 3.043
O11 -2.542 3.885 0.378
H20 4.990 1.148 -2.072
H21 -0.267 1.623 1.566
O12 -1.897 -3.686 -1.649
H22 -3.079 3.592 -0.391
H23 -2.453 -2.798 -1.697
O13 4.217 1.455 -1.692
H24 3.376 1.137 -1.565
H25 -0.742 1.650 -2.524
O14 0.101 1.734 2.432
H26 0.804 1.264 -2.823
H27 1.716 2.751 0.369
O15 3.209 -4.173 -2.162
H28 -2.603 0.946 2.669
H29 2.043 4.142 0.077
O16 1.300 3.907 -2.245
H30 -0.632 3.032 3.218
H31 -1.901 3.986 2.855
O17 -0.805 0.075 0.557
H32 -0.457 -0.891 0.782
H33 -0.382 -2.946 -4.383
H34 -1.757 3.288 0.497
H35 2.253 -4.133 -2.326

Properties
Charge: +1
Energy above the lowest of the compared OMol25 structures with the same formula, charge and spin, kcal per mole: 178.8
HOMO energy, hartree: -0.4627
HOMO-LUMO gap, eV: 9.6

natural (NBO) atomic charge list, values in e, 4 entries: number 1, O, carries -0.967; number 2, H, carries 0.522; number 3, H, carries 0.481; number 4, O, carries -0.964

=====

| no. | lowest unoccupied orbital energy (eV) |
| --- | --- |
| 1 | 4.08 |
| 2 | 0.98 |
| 3 | 0.74 |
| 4 | -2.98 |